Entry 1:
DFT (the ωB97M-V functional and the def2-TZVPD basis) results for a molecular structure, C6H13AlO5 in a non-equilibrium geometry.

Output
Charge = +1
HOMO (spin up / spin down) = -11.864 / -12.822 eV
Multiplicity = 2
HOMO-LUMO gap (spin up / spin down) = 5.67 / 6.52 eV
Relative energy (zero: lowest compared OMol25 entry of this formula, charge and spin) = 0.0 kJ/mol

Last column: Löwdin charge in e.
Cartesian coordinates (Å):
O  1.0585  1.6985  -0.9597  -0.155
H  -2.5701  -2.7282  0.5477  0.086
H  -0.0985  -2.4353  3.4333  0.097
H  -1.7773  -2.7333  2.9041  0.097
H  -0.3754  -2.3269  -0.1398  0.111
H  -0.2525  -4.1613  -0.1882  0.139
C  0.9412  2.9493  -0.2812  -0.122
H  -0.7919  -1.4729  2.0892  0.075
C  0.3387  -0.5422  -1.2254  -0.185
O  -0.2319  3.6459  -2.2759  -0.130
H  -0.0584  0.7421  0.4792  0.143
H  1.8342  3.1360  0.3344  0.161
H  1.7313  4.1696  -1.8655  0.141
C  -0.7221  -3.3420  0.3689  -0.315
C  -0.7627  -2.4695  2.5631  -0.098
H  0.0542  2.9130  0.3748  0.149
H  1.0304  -1.3640  -1.4502  0.140
C  0.7576  0.4888  -0.2273  -0.114
C  0.7538  4.0129  -1.3643  -0.256
O  -2.1047  -3.5234  0.2724  -0.004
Al  -0.1822  1.7770  -2.3609  0.944
O  -0.2458  -3.4359  1.6726  -0.147
H  0.5108  4.9623  -0.8493  0.152
H  1.6313  0.1670  0.3579  0.161
O  -0.4687  -0.1277  -2.2100  -0.070

=====

Entry 2:
DFT (the ωB97M-V functional and the def2-TZVPD basis) results for a molecular structure, C48H41FN2P3PdTe in a non-equilibrium geometry.

Output
Charge = +1
HOMO (spin up / spin down) = -7.960 / -9.381 eV
Multiplicity = 5
HOMO-LUMO gap (spin up / spin down) = 4.65 / 5.25 eV
Relative energy (zero: lowest compared OMol25 entry of this formula, charge and spin) = 54.5 kJ/mol

Last column: Löwdin charge in e.
Cartesian coordinates (Å):
H  2.0666  -5.1169  -4.6077  0.112
C  -2.6569  6.4679  0.0560  -0.069
H  5.0029  2.7262  -3.1705  0.110
C  -4.3039  2.2063  3.7517  -0.124
C  -1.8590  0.9838  4.2231  -0.132
C  4.6058  0.6430  -2.8034  -0.052
C  2.1895  0.5295  2.5405  -0.170
H  -3.2217  3.5687  2.4799  0.086
C  -0.7882  4.9357  -0.0177  -0.189
C  2.4134  -3.5533  -1.6093  -0.006
H  -3.4479  1.4428  0.4321  0.105
C  2.5430  -4.5338  -2.5961  -0.054
Te  -0.1753  2.8132  2.4320  1.356
C  1.7093  -2.7240  1.4648  -0.168
C  -4.4444  -0.3184  -2.2916  -0.050
C  2.7920  0.2014  3.7572  -0.056
H  -1.0451  1.4682  -2.6920  0.140
P  0.4534  0.2376  0.3472  0.686
C  -0.7432  1.5006  0.8176  -0.767
C  -3.0304  0.5079  4.8172  -0.125
H  -1.4953  -3.5119  -2.2633  0.118
H  3.5544  0.8467  4.1745  0.113
H  0.8047  -3.0606  -5.1022  0.121
H  0.6793  -2.9896  1.2617  0.126
N  -4.2181  1.1240  4.5713  0.051
C  -3.3381  -0.1063  -3.1191  -0.027
C  1.1886  -0.2867  1.9854  -0.326
C  2.3814  -3.3453  2.5206  -0.091
C  3.7489  -0.2854  -2.2054  -0.063
C  -0.6679  -1.8940  -1.1069  -0.213
H  -3.6031  -2.5350  1.3482  0.115
C  -3.1550  2.7126  3.1387  -0.132
N  0.4891  -1.1137  -3.3578  -0.125
C  -2.6514  -3.1392  -0.4866  -0.048
H  -3.3120  -0.5456  -4.1076  0.115
H  3.9971  -1.3331  -2.2912  0.112
C  -0.7896  -1.1081  0.0470  -0.335
H  2.5036  1.4298  2.0276  0.085
C  4.3655  -2.0555  2.0199  -0.052
H  -0.4883  -1.1946  -4.0166  0.254
H  4.2340  -0.6927  0.3863  0.111
C  3.7094  -3.0123  2.7972  -0.071
C  2.4134  -0.9580  4.4329  -0.066
C  -3.4074  1.0188  -0.5626  -0.079
H  -2.9968  -0.3540  5.4699  0.102
C  -4.4786  0.2441  -1.0139  -0.045
H  1.1565  -2.7011  4.4045  0.126
C  -1.5953  -2.9066  -1.3719  -0.015
H  -0.6479  6.9863  0.6222  0.109
C  -3.4947  5.4633  -0.4294  -0.069
C  -2.2640  0.6695  -2.6705  -0.179
H  4.2284  -3.4923  3.6167  0.119
C  -1.6210  3.9030  -0.4824  -0.350
H  3.0975  -5.4394  -2.3866  0.111
C  1.1076  -2.1886  -3.1486  -0.410
C  1.6919  -2.3607  -1.8659  -0.317
H  0.1449  -1.7210  -1.8008  -0.030
C  -2.9837  4.1906  -0.7052  -0.077
C  2.3517  1.5274  -1.4103  -0.148
C  -1.9246  2.0954  3.3791  -0.540
C  1.2506  -3.1888  -4.1236  0.022
C  3.2117  2.4511  -2.0102  -0.051
H  -4.5437  5.6718  -0.5959  0.107
C  -1.8593  -1.3442  0.9310  -0.064
C  1.4404  -1.7949  3.8852  -0.090
Pd  0.0070  0.3223  -2.0268  0.741
C  3.6995  -1.4340  0.9598  -0.053
H  1.8724  -4.0841  3.1253  0.131
H  3.0059  3.5108  -1.9319  0.110
H  2.8945  -3.7615  -0.6691  0.109
C  -2.2906  1.2413  -1.3919  -0.369
H  0.1032  -2.1570  2.2819  0.102
H  0.8421  -0.4895  -4.2190  0.221
H  5.4822  0.3020  -3.3390  0.110
H  -5.3332  0.0774  -0.3709  0.116
C  -2.7834  -2.3578  0.6640  -0.045
H  -0.9143  0.4908  4.4111  0.084
C  -1.3021  6.2056  0.2560  -0.073
H  -3.3687  -3.9231  -0.6924  0.111
H  -5.2739  -0.9203  -2.6392  0.112
P  -0.8313  2.2417  -0.8239  0.873
H  -1.4102  0.8231  -3.3178  -0.004
H  0.2679  4.7549  0.1370  0.069
H  -1.9773  -0.7457  1.8235  0.106
H  5.3920  -1.7926  2.2407  0.112
F  -0.3018  0.3073  -3.9057  -0.500
H  -3.0553  7.4516  0.2683  0.108
H  -5.2646  2.6705  3.5724  0.103
P  1.4625  -1.1028  -0.8193  0.774
C  0.8347  -1.4698  2.6667  -0.166
C  1.9629  -4.3535  -3.8473  -0.052
H  2.8803  -1.2126  5.3755  0.117
H  1.4869  1.8902  -0.8689  -0.014
C  2.3638  -1.7684  0.6639  -0.297
C  4.3369  2.0095  -2.7078  -0.058
H  -3.6695  3.4591  -1.0921  0.090
C  2.6023  0.1483  -1.5040  -0.307